[1]
A molecular structure, C48H112BN8O22Sr. Source: the Open Molecules 2025 dataset; level of theory: ωB97M-V with the def2-TZVPD basis set.

Atoms and positions in Å:
Sr  3.03  -5.67  0.90
O  2.41  -3.87  -0.88
C  1.75  -2.84  -1.22
O  0.86  -2.27  -0.48
B  0.32  -1.11  -1.21
O  1.13  -1.01  -2.42
C  1.91  -2.05  -2.48
O  2.60  -2.39  -3.42
O  0.46  0.15  -0.47
C  -0.67  0.72  -0.21
O  -0.85  1.78  0.35
C  -1.77  -0.15  -0.81
O  -1.16  -1.19  -1.45
O  -2.98  0.09  -0.75
C  -4.36  2.01  -4.29
O  -3.81  0.97  -5.06
C  -3.52  -0.22  -4.29
C  -3.20  -1.40  -5.19
N  -1.99  -1.26  -5.98
C  -0.71  -1.13  -5.18
C  0.44  -0.86  -6.14
O  0.40  0.46  -6.72
C  1.20  0.65  -7.83
H  -5.44  1.90  -4.18
H  -4.06  2.94  -4.78
H  -3.90  2.02  -3.30
H  -4.43  -0.55  -3.79
H  -2.83  -0.02  -3.46
H  -4.10  -1.60  -5.78
H  -3.15  -2.26  -4.52
H  -2.13  -0.36  -6.42
H  -0.54  -2.05  -4.61
H  -0.74  -0.23  -4.57
H  0.54  -1.62  -6.92
H  1.37  -1.05  -5.61
H  0.77  0.29  -8.76
H  2.21  0.28  -7.61
H  1.18  1.73  -7.96
C  -2.67  5.51  -4.51
O  -3.84  5.69  -3.74
C  -3.70  5.15  -2.43
C  -5.11  4.96  -1.78
N  -5.15  4.14  -0.58
C  -4.82  2.74  -0.84
C  -5.14  1.89  0.45
O  -6.35  2.24  0.98
C  -6.73  1.48  2.15
H  -1.78  5.70  -3.90
H  -2.59  6.24  -5.32
H  -2.72  4.51  -4.93
H  -3.19  5.91  -1.84
H  -3.16  4.20  -2.45
H  -5.76  4.46  -2.51
H  -5.51  5.97  -1.69
H  -6.02  4.08  -0.06
H  -3.79  2.63  -1.16
H  -5.33  2.26  -1.67
H  -4.33  1.86  1.18
H  -5.23  0.85  0.15
H  -5.98  1.56  2.93
H  -6.79  0.41  1.95
H  -7.70  1.85  2.47
C  -1.45  -0.55  2.96
O  -0.16  -0.61  3.58
C  -0.05  0.33  4.74
C  1.38  0.40  5.22
N  1.52  -0.69  6.23
C  2.90  -0.92  6.61
C  3.12  -2.33  7.26
O  2.74  -3.30  6.30
C  3.17  -4.63  6.78
H  -1.47  -1.03  1.98
H  -1.87  0.45  2.92
H  -2.19  -1.14  3.51
H  -0.84  0.12  5.46
H  -0.33  1.32  4.36
H  1.54  1.34  5.75
H  2.02  0.19  4.37
H  1.31  -1.55  5.73
H  3.23  -0.12  7.26
H  3.47  -0.81  5.68
H  2.46  -2.46  8.11
H  4.17  -2.40  7.55
H  2.73  -5.37  6.11
H  2.85  -4.74  7.82
H  4.25  -4.67  6.67
C  -2.92  -3.93  -0.38
O  -1.68  -4.19  0.30
C  -1.86  -4.94  1.52
C  -0.50  -5.62  1.87
N  0.67  -4.75  1.61
C  0.85  -3.92  2.76
C  2.00  -2.92  2.71
O  3.27  -3.52  2.20
C  4.30  -2.52  2.41
H  -3.45  -4.86  -0.58
H  -2.70  -3.38  -1.30
H  -3.46  -3.22  0.25
H  -2.64  -5.70  1.55
H  -2.17  -4.24  2.29
H  -0.43  -6.48  1.21
H  -0.51  -5.99  2.90
H  0.24  -4.13  0.93
H  1.04  -4.53  3.64
H  -0.05  -3.37  3.03
H  2.09  -2.45  3.69
H  1.62  -2.24  1.95
H  4.53  -2.34  3.46
H  4.07  -1.55  1.98
H  5.12  -2.87  1.78
C  0.46  -6.22  -1.49
O  1.55  -6.84  -0.74
C  1.96  -8.10  -1.28
C  3.14  -8.67  -0.42
N  4.27  -7.76  -0.09
C  5.05  -7.64  -1.30
C  4.78  -6.34  -2.04
O  4.73  -5.21  -1.21
C  5.46  -4.06  -1.74
H  0.22  -5.32  -0.91
H  -0.32  -6.95  -1.68
H  0.93  -5.82  -2.38
H  2.33  -8.01  -2.30
H  1.17  -8.85  -1.19
H  3.43  -9.65  -0.78
H  2.72  -8.82  0.58
H  4.88  -8.46  0.31
H  4.81  -8.49  -1.95
H  6.12  -7.63  -1.06
H  3.82  -6.31  -2.55
H  5.49  -6.19  -2.86
H  5.31  -3.72  -2.76
H  6.54  -4.21  -1.71
H  5.43  -3.21  -1.06
C  4.04  2.72  -2.48
O  4.88  2.32  -1.40
C  4.41  1.17  -0.65
C  3.11  1.47  0.19
N  3.17  2.49  1.22
C  1.97  2.62  2.07
C  2.07  3.80  3.05
O  1.69  4.96  2.31
C  1.56  6.08  3.21
H  3.06  3.10  -2.19
H  3.91  1.92  -3.20
H  4.47  3.61  -2.95
H  5.16  0.94  0.10
H  4.30  0.25  -1.24
H  2.76  0.56  0.67
H  2.36  1.73  -0.55
H  3.24  3.41  0.81
H  1.63  1.70  2.54
H  1.19  2.85  1.35
H  3.08  3.84  3.47
H  1.39  3.61  3.87
H  2.50  6.34  3.69
H  0.78  6.00  3.97
H  1.26  6.87  2.52
C  -1.51  3.98  3.00
C  -2.72  4.29  2.17
C  -3.40  5.50  2.82
O  -3.93  5.23  4.17
C  -5.14  4.51  4.20
N  -2.44  4.38  0.74
H  -1.77  3.91  4.05
H  -0.74  4.74  2.87
H  -1.07  3.03  2.69
H  -3.45  3.49  2.32
H  -4.20  5.97  2.25
H  -2.60  6.23  2.91
H  -5.98  4.97  3.68
H  -5.43  4.41  5.25
H  -4.97  3.54  3.73
H  -3.30  4.47  0.23
H  -2.08  3.44  0.61
C  1.96  5.69  -1.91
C  0.48  5.38  -1.64
C  -0.02  3.98  -2.08
O  0.10  3.72  -3.52
C  -0.31  2.36  -3.70
N  0.20  5.65  -0.25
H  2.59  5.06  -1.29
H  2.24  6.71  -1.63
H  2.29  5.52  -2.93
H  -0.18  6.03  -2.23
H  -1.07  3.99  -1.80
H  0.50  3.19  -1.53
H  -0.08  2.05  -4.71
H  -1.39  2.27  -3.75
H  0.12  1.64  -3.01
H  -0.67  5.29  0.11
H  0.90  5.22  0.33

- Calculated total energy: -110062.0597 eV
- Frontier orbital gap: 5.679 eV
- HOMO: -9.26 eV
- Charge: +1


[2]
10 unconnected molecules or ions with the total composition C48H112N4O10. Source: the Open Molecules 2025 dataset; level of theory: ωB97M-V with the def2-TZVPD basis set.

Atoms and positions in Å:
C  -4.28  1.69  2.62
C  -2.95  1.39  1.91
C  -3.10  0.32  0.82
C  -2.49  2.65  1.15
C  -1.91  3.73  2.06
C  -0.67  3.18  2.76
C  -1.00  1.91  3.54
C  0.30  1.19  3.89
C  -1.65  2.31  4.88
N  -1.86  1.02  2.79
O  -1.81  -0.32  3.18
H  -4.84  2.49  2.13
H  -4.98  0.85  2.51
H  -4.19  1.87  3.69
H  -3.48  0.76  -0.10
H  -2.10  -0.07  0.65
H  -3.79  -0.46  1.14
H  -1.72  2.35  0.43
H  -3.33  3.03  0.57
H  -1.68  4.63  1.47
H  -2.64  4.11  2.78
H  -0.37  3.96  3.47
H  0.21  3.11  2.11
H  0.22  0.55  4.76
H  1.10  1.91  4.05
H  0.60  0.49  3.10
H  -0.96  2.80  5.59
H  -1.92  1.42  5.46
H  -2.53  2.94  4.77
H  -2.56  -0.50  3.76
C  1.27  9.71  0.39
C  2.02  8.48  -0.14
C  3.43  8.55  0.45
C  1.24  7.24  0.35
C  1.70  5.96  -0.36
C  1.52  6.15  -1.85
C  2.32  7.34  -2.36
C  3.83  7.01  -2.29
C  1.98  7.52  -3.84
N  1.91  8.52  -1.60
O  2.62  9.66  -2.08
H  0.20  9.61  0.14
H  1.29  9.85  1.47
H  1.58  10.63  -0.09
H  3.34  8.72  1.52
H  4.01  7.64  0.29
H  3.95  9.39  0.00
H  1.44  7.13  1.42
H  0.20  7.47  0.14
H  2.73  5.75  -0.07
H  1.09  5.15  0.05
H  0.45  6.22  -2.11
H  1.81  5.24  -2.38
H  4.39  7.94  -2.14
H  4.20  6.68  -3.26
H  4.14  6.30  -1.53
H  2.17  6.58  -4.36
H  2.67  8.20  -4.36
H  0.94  7.84  -3.96
H  2.03  10.05  -2.73
C  0.97  -1.90  -1.58
C  1.65  -1.34  -0.32
C  1.06  -1.98  0.93
C  3.12  -1.65  -0.42
C  4.00  -0.73  -1.27
C  3.67  0.75  -0.93
C  2.18  1.07  -0.98
C  2.02  2.43  -0.30
C  1.69  1.16  -2.45
N  1.45  0.09  -0.21
O  0.11  0.43  0.01
H  1.30  -1.37  -2.47
H  1.14  -2.97  -1.76
H  -0.13  -1.83  -1.58
H  0.08  -1.57  1.15
H  0.98  -3.06  0.86
H  1.71  -1.77  1.79
H  3.58  -1.82  0.56
H  3.19  -2.63  -0.89
H  5.04  -0.85  -0.98
H  3.93  -0.95  -2.34
H  4.20  1.36  -1.66
H  3.97  0.85  0.11
H  2.45  3.26  -0.87
H  2.50  2.33  0.68
H  1.00  2.78  -0.13
H  0.62  0.98  -2.49
H  2.26  0.56  -3.16
H  1.81  2.19  -2.82
H  0.13  0.90  0.85
C  -4.33  -4.38  4.46
C  -4.46  -4.91  3.03
C  -4.44  -6.44  3.08
C  -5.77  -4.38  2.48
C  -5.93  -4.54  1.00
C  -4.79  -3.84  0.28
C  -3.40  -4.24  0.77
C  -3.08  -5.63  0.15
C  -2.39  -3.21  0.35
N  -3.39  -4.31  2.25
O  -2.12  -4.78  2.68
H  -4.55  -3.31  4.48
H  -4.99  -4.93  5.14
H  -3.33  -4.52  4.88
H  -4.56  -6.88  2.10
H  -3.49  -6.79  3.49
H  -5.24  -6.84  3.70
H  -6.60  -4.85  3.03
H  -5.94  -3.33  2.76
H  -5.96  -5.61  0.73
H  -6.89  -4.21  0.60
H  -4.89  -2.75  0.41
H  -4.87  -3.99  -0.80
H  -3.07  -5.42  -0.93
H  -3.92  -6.32  0.23
H  -2.15  -6.07  0.49
H  -1.37  -3.49  0.64
H  -2.61  -2.20  0.69
H  -2.33  -3.15  -0.75
H  -1.70  -3.98  3.02
C  0.53  -6.37  -0.01
C  1.88  -6.18  -0.65
C  2.95  -5.68  0.30
O  2.34  -7.36  -1.31
H  -0.20  -6.72  -0.74
H  0.12  -5.43  0.38
H  0.55  -7.11  0.80
H  1.77  -5.40  -1.42
H  3.05  -6.30  1.19
H  2.68  -4.67  0.61
H  3.91  -5.58  -0.20
H  1.61  -7.75  -1.79
C  5.61  -2.55  2.23
C  6.94  -1.88  1.90
C  7.49  -1.03  3.02
O  7.93  -2.83  1.52
H  4.92  -1.78  2.56
H  5.71  -3.22  3.09
H  5.24  -3.11  1.37
H  6.74  -1.23  1.03
H  6.82  -0.23  3.35
H  8.42  -0.55  2.72
H  7.61  -1.66  3.91
H  7.77  -3.07  0.60
C  -0.13  -5.30  -5.81
C  -0.90  -5.42  -4.51
C  -1.25  -4.06  -3.93
O  -2.01  -6.31  -4.58
H  0.14  -6.29  -6.20
H  0.77  -4.70  -5.70
H  -0.81  -4.83  -6.53
H  -0.24  -5.87  -3.75
H  -1.93  -4.16  -3.08
H  -1.79  -3.41  -4.63
H  -0.32  -3.58  -3.64
H  -2.05  -6.74  -5.43
C  -3.25  2.11  -5.04
C  -2.06  2.36  -4.12
C  -2.44  2.47  -2.68
O  -1.20  1.17  -4.16
H  -4.17  2.58  -4.69
H  -3.48  1.05  -5.20
H  -3.05  2.49  -6.05
H  -1.42  3.14  -4.51
H  -3.08  3.31  -2.40
H  -1.54  2.50  -2.06
H  -2.99  1.58  -2.35
H  -0.99  1.02  -5.09
O  -2.49  -1.24  -2.60
H  -2.33  -1.34  -3.54
H  -2.06  -0.41  -2.38
O  -0.45  -2.85  3.94
H  0.28  -2.67  4.55
H  -0.35  -2.19  3.24

- Calculated total energy: -78023.3132 eV
- SMILES: CC1(C)CCCC(C)(C)N1O.CC1(C)CCCC(C)(C)N1O.CC1(C)CCCC(C)(C)N1O.CC1(C)CCCC(C)(C)N1O.CC(C)O.CC(C)O.CC(C)O.CC(C)O.O.O
- Frontier orbital gap: 8.025 eV
- HOMO: -7.71 eV
- Energy above the lowest of the compared OMol25 structures with the same formula, charge and spin: 0.2762 eV